# 1
DFT (the ωB97M-V functional and the def2-TZVPD basis) results for C29H25Cl6GeN4O4SiTc as an isolated structure.

Last column: Löwdin charge in e.
Cartesian coordinates (Å):
Tc -0.426 -0.405 -0.815  1.2932
Cl -4.070 -4.894 -4.718  0.6307
C -2.885 -4.231 -3.631  -0.6860
C -2.965 -2.882 -3.311  -0.0367
C -2.032 -2.325 -2.442  -0.2010
N -1.914 -0.967 -2.092  -0.0435
C -2.529 0.005 -2.807  -0.4761
O -3.550 -0.062 -3.476  0.0568
C -1.709 1.257 -2.850  -0.2222
C -2.034 2.283 -3.718  0.0077
C -1.169 3.356 -3.838  -0.0551
C -0.017 3.376 -3.070  -0.0424
C 0.233 2.322 -2.208  -0.1914
N -0.594 1.277 -2.106  -0.0880
C -1.032 -3.138 -1.865  -0.2176
C -0.948 -4.480 -2.223  -0.0378
C -1.882 -5.019 -3.097  -0.6823
Cl -1.750 -6.704 -3.506  0.6345
N -0.209 -2.469 -0.944  -0.1025
C 0.516 -3.193 -0.034  -0.4787
O 1.022 -4.289 -0.171  0.0643
C 0.482 -2.586 1.349  -0.1979
C 1.303 -3.078 2.353  0.0098
C 1.100 -2.629 3.645  -0.0527
C 0.074 -1.724 3.886  -0.0613
C -0.674 -1.264 2.815  -0.1266
N -0.470 -1.677 1.564  0.0969
H -3.742 -2.272 -3.734  0.0943
H -2.947 2.189 -4.292  0.1228
H -1.386 4.164 -4.528  0.1103
H 0.694 4.189 -3.130  0.1141
H 1.115 2.278 -1.595  0.0532
H -0.159 -5.097 -1.833  0.0965
H 2.064 -3.803 2.094  0.1255
H 1.727 -2.980 4.457  0.1096
H -0.137 -1.365 4.884  0.1035
H -1.466 -0.537 2.970  0.1023
Cl 5.205 0.546 5.762  0.6335
C 4.332 0.353 4.262  -0.6680
C 4.927 -0.337 3.217  -0.0991
C 4.224 -0.490 2.032  -0.0017
C 2.947 0.042 1.892  -0.1160
C 2.371 0.727 2.954  -0.0286
C 3.060 0.889 4.147  -0.1003
C 2.188 -0.206 0.614  -0.6084
O 2.668 -0.973 -0.219  -0.1215
O 1.042 0.365 0.518  -0.2041
H 5.922 -0.747 3.337  0.1027
H 4.647 -1.035 1.197  0.1252
H 1.366 1.112 2.843  0.1018
H 2.618 1.419 4.983  0.1039
Cl 2.934 0.711 -2.612  0.2676
Si 1.460 -0.782 -2.382  -0.4847
Cl 2.481 -2.564 -2.651  0.3002
Cl 0.564 -0.644 -4.311  0.2192
C -2.030 3.001 2.656  -0.2329
Ge -1.297 2.842 0.831  0.7468
C 0.531 3.543 0.992  -0.2061
C -2.358 4.073 -0.275  -0.2116
C -1.592 0.986 0.314  -0.3720
H -2.044 4.044 2.991  0.0123
H -1.421 2.424 3.361  0.0062
H -3.052 2.612 2.691  0.0156
H 0.466 4.557 1.406  0.0204
H 1.081 3.597 0.054  0.0008
H 1.108 2.926 1.675  -0.0098
H -2.138 5.112 -0.009  0.0163
H -3.422 3.888 -0.093  0.0199
H -2.170 3.942 -1.342  -0.0127
H -2.610 0.958 -0.101  0.0080
H -1.642 0.484 1.283  -0.0490

Computed properties:
**Frontier orbital gap (alpha / beta)**: 6.96 / 6.84 eV
**2S+1**: 2
**Energy above the lowest of the compared OMol25 structures with the same formula, charge and spin**: 9.9 kcal/mol
**LUMO energy (alpha / beta)**: 2.175 / 1.717 eV
**Net charge**: -1

---

# 2
DFT (the ωB97M-V functional and the def2-TZVPD basis) results for a 10-piece molecular cluster, C30H70F15N5O20S5 overall at a distorted geometry.

Last column: Löwdin charge in e.
Cartesian coordinates (Å):
C -18.771 15.117 -1.844  0.0306
N -19.529 16.163 -1.014  -0.3118
C -19.502 15.642 0.407  0.0065
C -18.650 17.401 -1.056  0.0488
C -20.983 16.340 -1.425  -0.0404
C -21.120 16.941 -2.930  -0.2309
O -20.622 18.189 -3.119  -0.0778
H -19.329 14.185 -1.751  0.0864
H -17.828 14.942 -1.326  0.1167
H -18.555 15.461 -2.856  0.0849
H -20.115 14.754 0.562  0.0792
H -19.903 16.446 1.024  0.0873
H -18.511 15.383 0.778  0.1044
H -18.527 17.654 -2.109  0.1029
H -17.688 17.175 -0.595  0.1062
H -19.236 18.095 -0.453  0.0878
H -21.446 17.014 -0.705  0.0951
H -21.389 15.331 -1.353  0.1007
H -22.172 16.802 -3.176  0.1114
H -20.563 16.282 -3.597  0.0956
H -20.442 18.405 -4.037  0.0178
C -23.292 12.005 -1.204  0.0164
N -22.182 11.007 -0.789  -0.2740
C -21.117 10.903 -1.899  0.0469
C -21.624 11.478 0.560  0.0004
C -22.781 9.590 -0.399  -0.0690
C -23.297 8.798 -1.621  -0.2243
O -24.185 9.531 -2.438  -0.0551
H -22.861 13.006 -1.189  0.0864
H -24.100 11.890 -0.483  0.0988
H -23.520 11.839 -2.257  0.0818
H -20.453 10.074 -1.658  0.1189
H -20.601 11.854 -2.032  0.0867
H -21.699 10.701 -2.799  0.0830
H -20.864 10.852 1.027  0.1002
H -22.496 11.640 1.194  0.1009
H -21.114 12.433 0.431  0.0801
H -23.580 9.793 0.314  0.1231
H -22.051 8.972 0.124  0.1354
H -23.726 7.847 -1.308  0.1247
H -22.452 8.439 -2.209  0.1248
H -24.951 9.901 -1.991  0.0951
C -24.052 15.450 1.890  0.0363
N -25.345 16.279 2.188  -0.3166
C -25.745 15.779 3.571  0.0091
C -25.026 17.811 2.226  0.0439
C -26.492 16.023 1.234  -0.0947
C -26.223 16.180 -0.295  -0.2286
O -25.364 15.222 -0.874  -0.0385
H -24.467 14.452 1.749  0.0950
H -23.273 15.517 2.650  0.1173
H -23.592 15.756 0.950  0.0883
H -26.629 16.369 3.813  0.1029
H -24.933 15.974 4.272  0.1207
H -26.124 14.759 3.513  0.1066
H -24.869 18.172 1.209  0.0862
H -24.127 17.946 2.827  0.0862
H -25.971 18.219 2.583  0.1044
H -27.315 16.696 1.472  0.1370
H -26.830 15.018 1.487  0.1288
H -26.095 17.248 -0.471  0.1113
H -27.161 16.086 -0.843  0.1270
H -25.841 15.141 -1.703  0.0963
C -21.991 21.171 -3.505  0.0512
N -23.334 20.912 -2.696  -0.2836
C -24.214 19.965 -3.483  -0.0004
C -22.984 20.347 -1.292  0.0364
C -24.197 22.160 -2.578  -0.0874
C -23.415 23.456 -2.174  -0.2208
O -22.771 23.342 -0.928  -0.0551
H -21.571 20.237 -3.879  0.0659
H -21.191 21.610 -2.909  0.1237
H -22.220 21.649 -4.458  0.0965
H -24.506 20.387 -4.445  0.1099
H -25.162 19.731 -2.998  0.0998
H -23.632 19.066 -3.688  0.1046
H -22.316 20.998 -0.728  0.0948
H -22.364 19.495 -1.572  0.0858
H -23.873 19.978 -0.781  0.0971
H -25.046 21.889 -1.951  0.1312
H -24.603 22.284 -3.582  0.1244
H -23.970 24.384 -2.042  0.1253
H -22.747 23.730 -2.991  0.1143
H -22.415 24.223 -0.792  0.1017
C -17.856 14.364 -7.768  0.0272
N -17.085 14.877 -6.521  -0.2889
C -17.210 13.871 -5.361  0.0228
C -15.604 14.940 -6.919  0.0048
C -17.706 16.253 -6.122  -0.0812
C -16.795 17.114 -5.306  -0.2533
O -16.534 16.427 -4.129  -0.0673
H -18.842 14.151 -7.355  0.0921
H -17.370 13.490 -8.201  0.0995
H -18.015 15.117 -8.540  0.1053
H -18.253 13.909 -5.045  0.0688
H -16.459 14.224 -4.654  0.0941
H -16.971 12.855 -5.675  0.1070
H -15.242 14.071 -7.469  0.1023
H -14.888 15.088 -6.110  0.1073
H -15.510 15.881 -7.461  0.1012
H -18.738 16.077 -5.820  0.1280
H -17.698 16.777 -7.078  0.1275
H -17.302 18.048 -5.064  0.1262
H -16.005 17.503 -5.948  0.1297
H -15.747 16.794 -3.719  0.0330
C -14.939 19.048 -0.306  -0.6574
F -15.858 19.942 -0.804  0.0759
F -14.222 19.674 0.630  0.1343
F -15.553 18.018 0.189  0.1470
S -13.836 18.441 -1.749  0.5151
O -12.942 17.477 -1.156  -0.3200
O -14.755 17.925 -2.800  -0.3741
O -13.161 19.653 -2.238  -0.3537
C -19.558 21.234 -6.618  -0.6531
F -19.166 21.640 -7.829  0.1342
F -18.518 21.095 -5.818  0.1375
F -20.369 22.107 -6.072  0.1311
S -20.434 19.450 -6.759  0.5043
O -20.022 18.922 -8.020  -0.3095
O -19.910 18.693 -5.624  -0.3545
O -21.889 19.663 -6.638  -0.3616
C -18.523 12.370 1.956  -0.6663
F -18.638 12.462 0.603  0.0786
F -19.410 13.147 2.542  0.1065
F -18.783 11.124 2.359  0.1006
S -16.819 12.883 2.717  0.5072
O -15.919 11.682 2.466  -0.3874
O -16.457 14.026 1.938  -0.3376
O -17.074 13.130 4.149  -0.3429
C -22.151 20.390 2.859  -0.6522
F -22.480 21.169 1.844  0.1254
F -21.317 21.105 3.689  0.1032
F -23.207 20.089 3.546  0.1512
S -21.235 18.818 2.157  0.4997
O -20.089 19.319 1.390  -0.3249
O -20.867 17.933 3.299  -0.3431
O -22.185 18.152 1.275  -0.3941
C -22.865 12.389 -5.419  -0.7180
F -23.090 11.372 -4.660  0.1506
F -22.625 12.021 -6.624  0.1858
F -23.916 13.234 -5.454  0.1117
S -21.277 13.346 -4.742  0.4760
O -21.168 14.421 -5.701  -0.3241
O -21.611 13.708 -3.379  -0.3541
O -20.166 12.392 -4.913  -0.3501

Computed properties:
**Frontier orbital gap**: 5.91 eV
**LUMO energy**: -1.598 eV

---

no.,E_tot (eV)
1,-186366.0829
2,-175575.6155